Entry 1:
44
Properties=species:S:1:pos:R:3:forces:R:3:nbo_charge:R:1 method="wB97M-V/def2-TZVPD" molar_mass_g_mol=279.3 energy_ha=-1666.5747 charge=+1
P 1.720 -0.236 1.834 -0.9 1.4 -0.5 0.358
P 2.842 -2.037 1.297 0.9 -4.1 0.3 0.453
S 2.607 -3.443 2.676 0.0 1.4 -0.6 -0.450
H 1.318 -0.164 3.215 0.5 -0.1 -0.8 0.173
H 2.516 0.911 1.426 -0.9 -0.6 0.5 0.100
H 0.487 -0.250 1.046 1.1 0.1 0.7 0.134
H 2.268 -2.509 0.037 0.4 1.1 1.0 0.115
H 4.261 -1.789 1.025 -1.3 0.6 0.0 0.080
C -2.032 2.239 1.100 0.1 -0.3 0.0 -0.638
C -1.774 2.129 2.594 -0.6 0.7 -0.4 0.090
C -2.318 3.337 3.341 0.0 0.0 0.4 -0.633
O -0.372 2.024 2.825 1.1 -0.4 0.0 -0.763
H -1.537 3.121 0.681 -0.1 0.1 0.1 0.200
H -1.625 1.368 0.574 -0.2 0.1 0.1 0.220
H -3.104 2.305 0.888 0.2 0.0 -0.1 0.232
H -2.240 1.216 2.982 0.3 0.0 0.0 0.179
H -1.833 4.259 3.001 -0.1 -0.1 -0.1 0.204
H -2.114 3.250 4.413 -0.1 0.0 -0.1 0.224
H -3.398 3.437 3.196 0.2 0.0 0.0 0.227
H 0.050 2.830 2.484 -0.3 -0.2 0.2 0.470
C -1.782 -2.225 -0.211 0.1 -0.2 0.2 -0.616
C -2.919 -1.217 -0.269 0.0 -0.4 -0.6 0.090
C -4.137 -1.797 -0.969 -0.3 0.0 0.1 -0.632
O -2.483 -0.053 -0.965 0.3 0.2 -0.2 -0.731
H -1.462 -2.513 -1.219 -0.1 0.0 0.1 0.208
H -0.907 -1.790 0.285 -0.1 0.0 0.1 0.167
H -2.080 -3.127 0.332 0.1 0.1 -0.1 0.229
H -3.190 -0.910 0.747 0.1 0.2 -0.2 0.177
H -3.902 -2.070 -2.004 0.1 -0.1 0.1 0.204
H -4.943 -1.056 -1.014 0.1 -0.1 0.1 0.228
H -4.507 -2.686 -0.449 0.0 0.1 -0.1 0.220
H -2.240 -0.316 -1.868 -0.2 0.1 0.3 0.467
C 4.395 0.369 -2.496 0.3 -0.1 0.1 -0.632
C 3.370 -0.733 -2.710 0.0 0.9 -0.6 0.089
C 2.208 -0.252 -3.563 -0.2 -0.3 -0.2 -0.633
O 2.878 -1.173 -1.446 -0.1 -0.2 0.6 -0.745
H 3.948 1.223 -1.973 -0.1 0.0 -0.2 0.192
H 5.219 0.012 -1.870 0.0 0.0 -0.2 0.218
H 4.804 0.718 -3.449 -0.1 0.0 0.2 0.235
H 3.849 -1.593 -3.192 -0.2 0.0 0.3 0.199
H 1.684 0.580 -3.078 0.2 0.1 0.0 0.196
H 1.472 -1.052 -3.698 0.2 0.1 -0.1 0.222
H 2.551 0.079 -4.548 -0.1 0.0 0.2 0.233
H 2.451 -0.417 -1.011 0.1 -0.1 -0.6 0.441

Entry 2:
50
Properties=species:S:1:pos:R:3:forces:R:3:nbo_charge:R:1 method="wB97M-V/def2-TZVPD" spin_multiplicity=4 molar_mass_g_mol=997.1 s_squared=3.782 energy_ha=-10034.7559 charge=-3 e_above_lowest_kj_mol=25.4
Cr -0.117 0.168 0.014 2.9 2.6 -2.7 1.572
C 2.637 2.417 -2.262 -1.2 -1.1 -0.9 -0.460
C 3.223 2.086 -3.528 1.1 0.9 0.6 0.436
C 2.680 0.860 -4.355 -0.3 0.8 0.4 0.450
O 3.255 0.537 -5.383 0.1 -0.1 -0.2 -0.612
C 1.513 0.215 -3.834 0.2 -0.1 -0.7 -0.426
C 1.045 0.491 -2.589 0.4 -0.8 -0.2 0.384
C 1.609 1.625 -1.808 0.5 0.8 1.2 0.393
O 1.128 1.794 -0.618 -1.5 -1.6 0.4 -0.663
O 0.192 -0.282 -1.994 -0.7 0.4 2.1 -0.681
O 4.202 2.722 -3.934 -0.3 -0.4 -0.6 -0.628
H 2.935 3.260 -1.662 0.3 0.0 -0.1 0.218
H 1.121 -0.600 -4.430 -0.1 -0.1 0.2 0.199
As -0.091 1.778 3.398 0.7 0.5 0.6 2.838
F -0.592 3.266 2.648 -0.2 -0.6 0.3 -0.609
F 0.187 2.559 4.930 0.0 0.1 -0.2 -0.637
F 0.448 0.265 4.079 -0.3 0.3 -0.2 -0.623
F -0.324 0.920 1.836 -0.9 0.0 0.0 -0.605
F 1.510 2.085 2.832 -0.2 0.0 0.4 -0.604
F -1.721 1.417 3.885 0.4 0.0 -0.4 -0.613
As -2.521 2.672 -1.524 0.2 0.9 -1.6 2.844
F -1.988 3.862 -0.418 0.1 -0.1 0.4 -0.603
F -3.967 2.443 -0.605 0.4 -0.3 -0.1 -0.609
F -3.020 1.488 -2.699 0.0 0.0 0.6 -0.619
F -1.057 2.851 -2.433 -0.2 0.0 0.2 -0.611
F -1.636 1.377 -0.585 -0.6 -0.3 0.3 -0.612
F -3.301 3.923 -2.487 0.1 -0.3 0.3 -0.645
C -3.822 -1.391 -0.808 1.7 0.2 0.3 0.766
F -2.912 -1.730 -1.719 -0.1 0.0 0.1 -0.304
F -4.302 -0.212 -1.132 -0.8 -0.2 0.0 -0.286
F -4.747 -2.341 -0.783 -0.4 0.2 0.1 -0.315
S -3.005 -1.182 0.923 0.7 1.2 0.3 2.186
O -3.287 0.145 1.367 0.1 -0.1 -0.6 -0.877
O -3.474 -2.250 1.742 -0.1 -0.5 -0.1 -0.929
N -1.327 -1.301 0.626 -2.5 -1.9 0.5 -1.185
S -0.885 -2.885 0.643 0.2 -0.7 -1.4 2.202
O -1.877 -3.773 0.083 0.0 0.4 0.7 -0.939
O 0.403 -2.973 0.036 0.2 0.2 0.6 -0.895
C -0.728 -3.366 2.499 -0.7 0.9 -0.9 0.763
F -1.834 -3.963 2.939 0.2 -0.5 -0.1 -0.313
F 0.301 -4.190 2.612 0.1 -0.2 0.2 -0.311
F -0.561 -2.280 3.229 0.5 0.0 0.1 -0.292
C 3.185 -2.304 1.917 -0.9 0.6 -1.1 0.717
F 2.555 -2.107 3.075 0.3 -0.2 0.2 -0.317
F 4.469 -2.592 2.138 0.2 0.1 0.3 -0.330
F 2.643 -3.360 1.309 0.2 -0.2 0.2 -0.319
S 3.015 -0.771 0.846 0.4 1.2 -0.6 2.361
O 1.547 -0.518 0.822 0.1 -0.9 0.3 -0.971
O 3.722 0.218 1.609 -0.1 -0.3 0.3 -0.947
O 3.571 -1.071 -0.448 -0.4 -0.6 0.4 -0.943

Entry 3:
62
Properties=species:S:1:pos:R:3:forces:R:3:nbo_charge:R:1 method="wB97M-V/def2-TZVPD" spin_multiplicity=3 molar_mass_g_mol=574.3 s_squared=2.009 energy_ha=-1917.5379 charge=-1
Ag -1.319 -2.766 2.974 -0.1 0.2 0.0 0.232
C -0.622 -0.810 1.160 0.6 2.9 -0.3 0.938
O 0.140 -1.626 1.710 1.4 -2.4 0.5 -0.658
O -0.191 -0.011 0.301 -0.2 -0.7 -0.5 -0.754
O -1.735 -0.685 1.726 -1.5 -0.8 0.3 -0.653
C 1.764 -0.761 -4.542 1.3 0.2 -0.3 -0.630
C 0.767 -1.705 -3.981 -1.5 0.8 -1.3 -0.078
O 0.022 -0.987 -3.011 -0.1 -1.0 1.1 -0.732
H 2.239 -1.290 -5.369 0.2 0.5 -0.4 0.204
H 2.551 -0.412 -3.873 0.2 -0.6 0.4 0.202
H 1.305 0.193 -4.805 -0.3 -0.3 -0.6 0.218
H 1.096 -2.726 -3.792 0.3 0.2 1.0 0.185
H 0.025 -1.845 -4.767 -0.1 -0.2 -0.3 0.164
H 0.542 -1.061 -2.208 -0.1 0.2 0.5 0.466
C 3.559 -1.133 2.760 -2.1 -0.8 -1.1 0.750
O 4.592 -1.336 3.232 6.6 -0.7 3.1 -0.658
N 3.112 0.012 2.345 -1.3 3.9 -1.2 -0.835
N 2.699 -2.089 2.527 -2.3 -2.9 -0.5 -0.857
H 2.148 -0.008 2.044 0.3 1.1 0.2 0.370
H 3.637 0.847 2.564 -0.5 0.0 -0.1 0.414
H 1.817 -1.839 2.103 0.3 -1.0 0.4 0.391
H 2.993 -3.031 2.741 -0.4 0.3 -0.2 0.404
C 2.697 -2.476 -1.095 1.0 -0.7 -1.8 0.756
O 3.507 -2.941 -1.886 0.0 0.1 0.4 -0.665
N 1.577 -3.060 -0.692 -1.8 -1.6 0.7 -0.835
N 2.724 -1.245 -0.602 1.3 3.0 -0.1 -0.851
H 1.589 -4.065 -0.584 -0.3 0.2 0.0 0.402
H 1.102 -2.463 -0.031 -0.6 -1.2 0.2 0.384
H 2.029 -0.898 0.043 0.3 0.0 -0.3 0.388
H 3.293 -0.586 -1.114 0.0 0.0 0.4 0.405
C 1.087 2.444 -2.162 -1.1 2.6 -4.1 0.743
O 1.337 3.285 -3.052 -0.7 -0.8 0.5 -0.707
N -0.030 1.805 -1.948 -3.5 -1.0 -0.6 -0.829
N 1.977 2.113 -1.320 5.6 -0.5 4.0 -0.826
H -0.112 1.234 -1.119 -0.3 -0.1 -0.5 0.408
H -0.602 1.600 -2.755 -0.1 0.1 0.4 0.408
H 2.811 2.675 -1.407 0.1 -0.4 0.4 0.405
H 1.972 1.307 -0.711 -0.2 0.3 -0.3 0.386
C -4.056 2.297 1.740 0.2 0.9 0.2 0.745
O -4.557 3.210 2.315 -2.0 3.1 2.3 -0.696
N -4.290 2.099 0.490 -0.9 -0.6 -5.0 -0.814
N -3.182 1.541 2.305 2.8 -2.6 3.2 -0.836
H -4.572 2.953 0.031 -0.1 -0.5 -0.3 0.400
H -3.777 1.406 -0.037 -0.2 0.3 -0.1 0.382
H -3.030 1.805 3.268 0.2 -0.3 -0.2 0.396
H -2.599 0.812 1.919 -0.4 0.5 -0.1 0.402
C 0.385 2.842 2.743 -0.6 1.7 0.8 0.746
O 0.561 3.966 3.139 0.6 1.6 0.8 -0.676
N 0.615 2.442 1.537 2.0 0.2 -4.2 -0.849
N -0.183 1.891 3.416 -2.1 -3.9 3.7 -0.820
H 0.457 1.497 1.216 0.0 0.5 -0.3 0.398
H 1.025 3.173 0.974 -0.1 -0.6 -0.5 0.413
H -0.302 0.974 3.011 -0.1 0.3 0.2 0.369
H -0.487 1.965 4.377 0.3 0.4 -0.3 0.402
C -4.164 -1.169 -0.827 -2.0 -0.9 0.2 0.755
O -5.052 -1.559 -1.576 0.2 0.1 -0.3 -0.683
N -4.321 -1.089 0.496 -1.5 -0.6 2.1 -0.851
N -2.968 -0.782 -1.168 3.4 1.2 -2.6 -0.842
H -3.524 -1.002 1.112 -0.3 -0.2 -0.1 0.401
H -5.102 -1.655 0.794 0.1 0.3 0.4 0.397
H -2.249 -0.470 -0.531 -0.3 -0.1 -0.2 0.396
H -2.725 -0.806 -2.148 0.1 0.0 0.2 0.414